Entry 1:
A single C5H5BrF2 molecule in a non-equilibrium geometry, computed with wB97M-V/def2-TZVPD.

Values from the calculation:
ΔE to the lowest compared entry with this formula, charge and spin	308.2	kJ/mol
Kohn-Sham gap (alpha / beta)	6.903 / 9.243	eV
LUMO level (alpha / beta)	-0.042 / -0.027	Ha

```
! RIJCOSX wB97M-V def2-TZVPD def2/J DEFGRID3
* xyz 0 1
C -0.349 -2.185 -1.507
C -0.508 -1.334 -0.373
C -0.172 2.276 1.235
C 0.237 -0.102 -0.392
C 0.373 0.850 1.063
F -0.134 -0.079 1.916
F 1.687 0.956 1.291
Br 0.616 0.859 -1.952
H -0.727 -3.143 -1.230
H 0.150 -1.934 -2.451
H -0.721 -1.675 0.619
H 0.686 2.988 1.096
H -1.137 2.521 0.684
*
```

Entry 2:
2 unconnected molecules or ions with the total composition C5H5BrN2 in a non-equilibrium geometry, computed with wB97M-V/def2-TZVPD.

Values from the calculation:
ΔE to the lowest compared entry with this formula, charge and spin	131.9	kJ/mol
Kohn-Sham gap	11.214	eV
LUMO level	0.028	Ha

```
! RIJCOSX wB97M-V def2-TZVPD def2/J DEFGRID3
* xyz 0 1
N 0.683 2.080 -0.854
C 0.400 1.248 -0.108
C 0.239 0.146 0.822
C -0.709 -0.888 0.269
C -1.098 -0.101 1.426
Br -1.123 -0.608 3.260
H 1.094 -0.132 1.280
H -1.187 -0.705 -0.608
H -0.394 -1.912 0.393
H -1.819 0.528 1.159
C 1.318 0.148 -2.346
N 1.170 -0.934 -1.964
H 1.426 1.131 -2.728
*
```

Entry 3:
A single C5H5BrN4S2 molecule in a non-equilibrium geometry, computed with wB97M-V/def2-TZVPD.

Values from the calculation:
ΔE to the lowest compared entry with this formula, charge and spin	401.0	kJ/mol
Kohn-Sham gap (alpha / beta)	6.403 / 5.964	eV
LUMO level (alpha / beta)	-0.051 / -0.065	Ha

```
! RIJCOSX wB97M-V def2-TZVPD def2/J DEFGRID3
* xyz 0 1
C 0.750 1.780 0.357
C 0.380 1.075 1.510
C -0.452 0.449 -1.160
C -0.376 -0.007 1.550
C -0.975 0.257 -2.452
N 0.339 1.381 -0.897
N 1.090 -1.870 1.131
N -0.766 -2.022 -0.124
N 0.280 -2.393 0.381
S 2.309 -2.317 2.029
S -1.315 -0.507 0.152
Br 1.134 1.473 3.213
H 1.553 2.522 0.474
H -0.686 -0.548 2.442
H -2.010 0.464 -2.401
H -0.742 -0.745 -2.874
H -0.513 1.007 -3.333
*
```

Entry 4:
A single C5H5BrN4S2 molecule in a non-equilibrium geometry, computed with wB97M-V/def2-TZVPD.

Values from the calculation:
ΔE to the lowest compared entry with this formula, charge and spin	319.6	kJ/mol
Kohn-Sham gap (alpha / beta)	7.387 / 7.384	eV
LUMO level (alpha / beta)	-0.028 / -0.028	Ha

```
! RIJCOSX wB97M-V def2-TZVPD def2/J DEFGRID3
* xyz 0 1
C 0.281 -1.878 0.106
C -0.073 -0.040 1.631
C -0.978 0.378 2.495
C 0.016 -1.432 -1.297
C 0.429 0.008 -1.445
N 0.254 -1.250 1.158
N -0.331 0.829 -0.926
N 0.681 2.374 0.263
N 0.159 2.127 -0.871
S -0.237 3.239 -1.961
S 1.218 1.323 1.341
Br 0.833 -2.503 -2.662
H 0.387 -2.943 0.347
H -0.995 1.338 2.777
H -1.742 -0.231 2.786
H -1.094 -1.526 -1.558
H 1.191 0.189 -2.184
*
```

Entry 5:
2 unconnected molecules or ions with the total composition C5H5BrOS in a non-equilibrium geometry, computed with wB97M-V/def2-TZVPD.

Values from the calculation:
ΔE to the lowest compared entry with this formula, charge and spin	493.8	kJ/mol
Kohn-Sham gap (alpha / beta)	7.752 / 7.668	eV
LUMO level (alpha / beta)	-0.050 / -0.047	Ha

```
! RIJCOSX wB97M-V def2-TZVPD def2/J DEFGRID3
* xyz 0 1
C -2.878 -1.342 -0.149
C -2.393 -2.604 -0.038
C -1.891 -0.352 0.155
C -0.729 -0.950 0.454
C 2.228 1.390 0.377
O 1.670 0.562 1.246
S -0.722 -2.637 0.429
Br -2.235 1.492 0.095
H -3.884 -1.085 -0.431
H -2.906 -3.528 -0.213
H 2.949 0.896 -0.302
H 2.783 2.184 0.923
H 1.480 1.938 -0.230
*
```

Entry 6:
A gas-phase ion, C5H5Cl2O2S (charge -1) in a non-equilibrium geometry, computed with wB97M-V/def2-TZVPD.

Values from the calculation:
ΔE to the lowest compared entry with this formula, charge and spin	21.4	kJ/mol
Kohn-Sham gap	7.756	eV
LUMO level	0.108	Ha

```
! RIJCOSX wB97M-V def2-TZVPD def2/J DEFGRID3
* xyz -1 1
O -0.547 -2.778 1.157
C -0.114 -2.126 0.213
O 0.059 -2.524 -0.962
C 0.125 -0.603 0.424
C -1.019 0.411 0.136
S -0.628 2.054 0.832
C -1.038 0.619 -1.500
Cl -2.133 2.015 -1.925
C -0.644 -0.273 -2.431
Cl -0.650 0.136 -4.107
H 0.371 -0.445 1.487
H 0.859 -0.359 -0.291
H -2.010 -0.060 0.431
H -0.150 1.405 1.952
H -0.059 -1.080 -2.030
*
```

Entry 7:
A single C5H5Cl2P molecule in a non-equilibrium geometry, computed with wB97M-V/def2-TZVPD.

Values from the calculation:
ΔE to the lowest compared entry with this formula, charge and spin	582.2	kJ/mol
Kohn-Sham gap (alpha / beta)	7.155 / 7.099	eV
LUMO level (alpha / beta)	-0.029 / -0.029	Ha

```
! RIJCOSX wB97M-V def2-TZVPD def2/J DEFGRID3
* xyz 0 1
C -2.034 0.273 -0.183
C -1.216 1.129 0.249
C -1.592 -1.003 -0.668
C 0.709 0.040 0.461
C 2.069 0.459 0.586
P 0.132 -1.061 -0.718
Cl 2.966 -1.063 0.101
Cl 2.645 1.889 -0.252
H -3.054 0.429 -0.408
H -1.291 2.186 0.629
H -2.294 -1.665 -1.007
H 2.422 0.687 1.611
H 0.539 -2.300 -0.401
*
```

Entry 8:
A single C5H5ClFN molecule in a non-equilibrium geometry, computed with wB97M-V/def2-TZVPD.

Values from the calculation:
ΔE to the lowest compared entry with this formula, charge and spin	68.8	kJ/mol
Kohn-Sham gap	9.738	eV
LUMO level	0.007	Ha

```
! RIJCOSX wB97M-V def2-TZVPD def2/J DEFGRID3
* xyz 0 1
F -1.700 0.044 -1.513
C -1.067 0.058 -0.335
Cl -2.291 0.142 0.978
C -0.321 -1.303 -0.110
C 0.901 -1.406 0.419
N 1.717 -0.287 0.638
C 1.154 0.813 0.359
C -0.127 1.225 -0.205
H -0.849 -2.158 -0.460
H 1.376 -2.384 0.731
H 1.846 1.557 0.340
H -0.541 2.010 0.446
H -0.099 1.690 -1.288
*
```

Entry 9:
A molecular structure, C5H5ClN2O2S in a non-equilibrium geometry, computed with wB97M-V/def2-TZVPD.

Values from the calculation:
ΔE to the lowest compared entry with this formula, charge and spin	0.0	kJ/mol
Kohn-Sham gap (alpha / beta)	7.701 / 7.701	eV
LUMO level (alpha / beta)	-0.071 / -0.071	Ha

```
! RIJCOSX wB97M-V def2-TZVPD def2/J DEFGRID3
* xyz 0 1
C -0.353 -0.765 -1.448
C -0.061 0.469 -1.118
C -0.810 -1.180 0.973
C -0.663 -1.794 -0.428
C 0.079 0.853 0.213
N -0.492 0.009 1.222
N 0.113 2.265 0.518
O 0.192 2.537 1.701
O 0.090 3.131 -0.322
S 2.277 0.531 0.837
Cl 0.911 -2.779 -0.614
H -0.520 -0.983 -2.519
H 0.153 1.274 -1.874
H -1.301 -1.921 1.645
H -1.417 -2.364 -0.842
H 1.800 0.717 2.057
*
```

Entry 10:
2 unconnected molecules or ions with the total composition C5H5ClNO2S in a non-equilibrium geometry, computed with wB97M-V/def2-TZVPD.

Values from the calculation:
ΔE to the lowest compared entry with this formula, charge and spin	231.1	kJ/mol
Kohn-Sham gap (alpha / beta)	7.033 / 6.464	eV
LUMO level (alpha / beta)	0.111 / 0.111	Ha

```
! RIJCOSX wB97M-V def2-TZVPD def2/J DEFGRID3
* xyz -1 1
C -1.218 -1.725 0.674
C 0.303 0.204 -1.928
C -1.149 0.769 0.173
C -0.109 -0.168 -0.423
C 1.743 0.388 1.000
N -0.234 -1.401 -0.071
O -0.750 0.450 -2.518
O 1.502 0.286 -2.235
S -2.159 -0.275 1.263
Cl 2.784 1.558 0.465
H -1.646 -2.632 1.085
H -0.642 1.560 0.614
H -1.712 1.034 -0.760
H 2.275 -0.520 0.912
H 1.012 0.472 1.750
*
```

Entry 11:
A single C5H5ClO2 molecule in a non-equilibrium geometry, computed with wB97M-V/def2-TZVPD.

Values from the calculation:
ΔE to the lowest compared entry with this formula, charge and spin	198.9	kJ/mol
Kohn-Sham gap	9.437	eV
LUMO level	0.024	Ha

```
! RIJCOSX wB97M-V def2-TZVPD def2/J DEFGRID3
* xyz 0 1
O -0.351 1.713 -0.808
C -0.076 0.763 0.141
C 1.431 0.621 0.355
C 1.780 -0.642 0.037
O 0.719 -1.348 -0.543
C -0.379 -0.700 -0.270
C -1.579 -1.180 -0.267
Cl -2.878 -0.079 0.091
H -1.316 2.085 -0.630
H -0.573 0.860 1.177
H 2.194 1.282 0.729
H 2.728 -1.151 0.321
H -1.699 -2.223 -0.334
*
```

Entry 12:
A single C5H5ClOS molecule in a non-equilibrium geometry, computed with wB97M-V/def2-TZVPD.

Values from the calculation:
ΔE to the lowest compared entry with this formula, charge and spin	145.2	kJ/mol
Kohn-Sham gap	9.204	eV
LUMO level	0.025	Ha

```
! RIJCOSX wB97M-V def2-TZVPD def2/J DEFGRID3
* xyz 0 1
O 2.047 -1.155 -0.171
C 0.945 -1.420 -0.506
C -0.194 -0.096 -1.021
Cl 0.118 0.187 -2.736
C 0.305 1.022 -0.185
C -0.337 0.925 1.178
C -1.304 -0.057 1.197
S -1.777 -0.747 -0.356
H 0.544 -2.497 -0.427
H 0.071 1.887 -0.647
H 1.388 0.959 -0.258
H 0.185 1.396 1.994
H -1.992 -0.405 1.939
*
```

Entry 13:
A single C5H5ClS molecule in a non-equilibrium geometry, computed with wB97M-V/def2-TZVPD.

Values from the calculation:
ΔE to the lowest compared entry with this formula, charge and spin	152.5	kJ/mol
Kohn-Sham gap	7.489	eV
LUMO level	-0.052	Ha

```
! RIJCOSX wB97M-V def2-TZVPD def2/J DEFGRID3
* xyz 0 1
C 1.931 -1.593 -0.091
C 0.739 -1.098 0.229
C 0.261 0.358 0.099
S 1.528 1.427 -0.105
C -1.185 0.647 -0.061
C -1.811 1.833 0.087
Cl -2.191 -0.777 -0.132
H 2.131 -2.670 -0.155
H 2.702 -1.027 -0.522
H 0.133 -1.917 0.604
H -2.961 2.048 -0.132
H -1.278 2.768 0.181
*
```

Entry 14:
A molecular structure, C5H5CoO3 in a non-equilibrium geometry, computed with wB97M-V/def2-TZVPD.

Values from the calculation:
Kohn-Sham gap (alpha / beta)	5.820 / 8.320	eV
LUMO level (alpha / beta)	-0.008 / -0.020	Ha

```
! RIJCOSX wB97M-V def2-TZVPD def2/J DEFGRID3
* xyz 0 5
O 1.390 -0.680 -1.700
C 1.558 -0.009 -0.658
O 1.473 -0.607 0.542
Co -0.482 -1.162 -2.229
H 2.203 0.889 -0.693
O -2.912 -1.109 -0.249
C -1.767 -0.483 -0.708
C -1.171 0.419 0.041
C -0.088 1.090 0.527
C 0.893 0.371 1.442
H -3.194 -1.758 -0.897
H -0.042 2.184 0.497
H 1.681 1.046 1.806
H 0.459 -0.192 2.277
*
```

Entry 15:
2 unconnected molecules or ions with the total composition C5H5F3 in a non-equilibrium geometry, computed with wB97M-V/def2-TZVPD.

Values from the calculation:
ΔE to the lowest compared entry with this formula, charge and spin	240.6	kJ/mol
Kohn-Sham gap	10.677	eV
LUMO level	0.032	Ha

```
! RIJCOSX wB97M-V def2-TZVPD def2/J DEFGRID3
* xyz 0 1
F 0.484 -2.121 -0.981
C -0.665 -1.644 -1.496
C -1.703 -1.393 -0.786
F -1.816 -1.535 0.482
F -2.834 -0.914 -1.251
H -0.759 -1.707 -2.569
C 1.076 2.525 0.428
C 1.035 1.317 0.913
C 0.893 0.113 1.404
H 1.997 3.047 0.921
H 0.440 3.041 -0.221
H 1.443 -0.577 0.820
H 0.407 -0.151 2.336
*
```

Entry 16:
A gas-phase ion, C5H5F4O3S (charge -1) in a non-equilibrium geometry, computed with wB97M-V/def2-TZVPD.

Values from the calculation:
ΔE to the lowest compared entry with this formula, charge and spin	20.8	kJ/mol
Kohn-Sham gap	8.926	eV
LUMO level	0.142	Ha

```
! RIJCOSX wB97M-V def2-TZVPD def2/J DEFGRID3
* xyz -1 1
C -2.817 0.696 -0.512
C -2.064 -0.016 0.320
C -0.862 -0.756 -0.083
C 1.314 -0.195 0.639
C 2.456 -0.886 -0.039
O 1.743 0.532 1.709
O -0.265 1.888 0.768
O 0.166 -0.960 0.883
F 0.735 1.651 -1.434
F 2.297 -1.104 -1.377
F 2.878 -2.057 0.423
F 3.543 -0.119 -0.012
S 1.047 1.536 0.333
H -3.747 1.255 -0.121
H -2.321 0.951 -1.451
H -2.312 -0.146 1.410
H -0.562 -0.475 -1.033
H -1.228 -1.795 -0.423
*
```

Entry 17:
A gas-phase ion, C5H5FN (charge +1) in a non-equilibrium geometry, computed with wB97M-V/def2-TZVPD.

Values from the calculation:
ΔE to the lowest compared entry with this formula, charge and spin	82.5	kJ/mol
Kohn-Sham gap (alpha / beta)	9.582 / 7.090	eV
LUMO level (alpha / beta)	-0.163 / -0.337	Ha

```
! RIJCOSX wB97M-V def2-TZVPD def2/J DEFGRID3
* xyz 1 3
C 0.711 -1.102 0.006
C 0.369 1.298 -0.048
C -0.315 -0.103 -0.039
C 1.862 -0.240 0.031
C -1.702 -0.207 0.051
N 1.611 1.179 0.031
F 3.088 -0.638 0.058
H 0.557 -2.051 -0.387
H -0.064 2.294 -0.171
H -2.165 0.081 1.067
H -1.888 -1.245 -0.284
H -2.065 0.736 -0.314
*
```

Entry 18:
A single C5H5N molecule in a non-equilibrium geometry, computed with wB97M-V/def2-TZVPD.

Values from the calculation:
ΔE to the lowest compared entry with this formula, charge and spin	403.9	kJ/mol
Kohn-Sham gap	10.705	eV
LUMO level	0.038	Ha

```
! RIJCOSX wB97M-V def2-TZVPD def2/J DEFGRID3
* xyz 0 1
C -2.395 -0.304 -0.453
C -1.331 -0.123 0.060
C 0.049 0.064 0.776
C 0.908 -1.070 0.136
N 1.577 -0.366 -0.674
C 0.988 0.966 -0.205
H -3.214 -0.577 -0.944
H 0.057 0.401 1.863
H 0.920 -2.175 0.102
H 0.669 1.689 -0.995
H 1.772 1.494 0.334
*
```

Entry 19:
A single C5H5N molecule in a non-equilibrium geometry, computed with wB97M-V/def2-TZVPD.

Values from the calculation:
ΔE to the lowest compared entry with this formula, charge and spin	241.2	kJ/mol
Kohn-Sham gap	8.577	eV
LUMO level	0.025	Ha

```
! RIJCOSX wB97M-V def2-TZVPD def2/J DEFGRID3
* xyz 0 1
C -0.728 -0.415 -0.934
C 0.600 -0.818 -0.656
C 1.255 -0.257 0.415
N 0.548 0.674 1.154
C -0.726 1.118 0.957
C -1.349 0.518 -0.149
H -1.262 -0.845 -1.774
H 1.074 -1.562 -1.296
H 2.281 -0.544 0.660
H 0.671 1.279 1.959
H -2.362 0.853 -0.335
*
```

Entry 20:
A single C5H5N molecule in a non-equilibrium geometry, computed with wB97M-V/def2-TZVPD.

Values from the calculation:
ΔE to the lowest compared entry with this formula, charge and spin	405.8	kJ/mol
Kohn-Sham gap	9.388	eV
LUMO level	0.025	Ha

```
! RIJCOSX wB97M-V def2-TZVPD def2/J DEFGRID3
* xyz 0 1
C 3.758 -0.128 0.237
C 2.550 0.303 0.050
N 1.566 0.832 -0.448
C 0.195 0.749 -0.084
C -1.027 0.753 0.232
C -2.430 0.547 0.067
H 4.508 0.182 0.946
H 3.888 -0.933 -0.459
H -2.553 -0.548 0.172
H -2.702 0.852 -0.997
H -3.231 0.964 0.617
*
```